Entry 1:
Formula: C5H7N
Source: the Open Molecules 2025 dataset
Level of theory: ωB97M-V/def2-TZVPD

Last column: Löwdin charge in e.
Atoms and positions in Å:
C -0.52795 0.20552 0.80132  -0.418
C -0.94193 -1.02391 0.02348  -0.039
H 1.14410 0.36696 1.94424  0.050
C -0.03433 -1.11418 -0.97023  -0.103
H 1.71811 0.20786 -1.40562  0.114
C 0.81525 0.05713 -0.80482  -0.054
H 0.19303 -1.95628 -1.61658  0.102
H -0.77643 1.60049 -0.96983  0.109
C -0.04627 1.18443 -0.26324  -0.158
H -1.65909 -1.76513 0.35643  0.102
N 0.81560 -0.29895 1.21234  0.059
H -1.19597 0.55359 1.60005  0.130
H 0.55332 1.99008 0.16883  0.105

Calculated total energy in a.u.: -249.3264
HOMO-LUMO gap (spin up / spin down) in eV: 8.9 / 8.9
HOMO level (spin up / spin down) in eV: -8.4 / -8.4
Strongest force on any atom in eV/Å: 1.2
E_LUMO (spin up / spin down) in eV: 0.5 / 0.5
2S+1: 1
ΔE to the lowest compared entry with this formula, charge and spin in eV: 3.996


Entry 2:
Formula: C9H10N2O4Pm
Source: the Open Molecules 2025 dataset
Level of theory: ωB97M-V/def2-TZVPD

Last column: Löwdin spin population.
Atoms and positions in Å:
C -0.12665 3.41829 -0.34489  -0.002
H -1.57223 5.62321 -2.07410  0.000
C 0.27126 0.18024 2.08428  -0.009
C -0.23361 -0.22459 -2.08422  -0.009
C 4.26502 -3.02524 -0.28228  -0.002
H -1.34067 6.39126 0.40503  0.000
N 0.37886 2.37649 -0.27727  -0.012
C -0.65396 5.56629 0.60784  -0.001
C 4.83748 -1.79060 -0.47128  -0.002
N -0.77490 4.53474 -0.45639  -0.008
H 5.26158 -1.23863 0.36540  0.000
H -2.78341 4.82645 -1.03452  0.000
Pm 0.50421 0.10331 -0.07164  4.034
H 4.22458 -3.47612 0.70770  0.000
H -0.90382 5.12829 1.57367  0.000
C -1.87702 0.83634 0.14844  -0.004
C -1.80312 4.72080 -1.50416  -0.001
H 5.03816 -1.41653 -1.47340  0.000
O -0.39686 -0.31659 -3.22988  0.008
O -2.87303 1.36604 0.21534  0.003
O 0.38758 0.30893 3.23160  0.008
O -1.54121 -2.77435 0.45613  0.004
H -1.79807 3.85909 -2.15521  0.000
C -0.94120 -1.81275 0.29008  -0.005
H 4.00123 -3.65394 -1.13087  0.000
H 0.36792 5.94486 0.62713  0.000

Charge: +3
Calculated total energy in a.u.: -1366.4735
HOMO-LUMO gap (spin up / spin down) in eV: 3.4 / 3.6
HOMO level (spin up / spin down) in eV: -17.9 / -17.9
Strongest force on any atom in eV/Å: 12.3
Expectation value of S²: 6.01
E_LUMO (spin up / spin down) in eV: -14.5 / -14.3
2S+1: 5


Entry 3:
Formula: C43H43N10O3RbS
Source: the Open Molecules 2025 dataset
Level of theory: ωB97M-V/def2-TZVPD

Last column: Löwdin charge in e.
Atoms and positions in Å:
C -5.11396 -0.81012 6.94914  -0.012
H 2.12513 -3.92673 -2.31830  0.117
H 3.98366 3.81574 0.66699  0.124
C 2.75981 3.84053 -1.10672  -0.148
H 5.99468 4.96267 -2.92487  0.100
C -5.98919 -2.56179 5.59322  -0.011
H 2.62893 -2.99538 1.12280  0.108
H -6.01328 -0.69520 8.89450  0.107
C -4.18548 -1.10851 4.64819  -0.144
N -1.81716 -2.36241 0.71012  0.116
N -2.46011 -0.38420 -2.43616  0.048
C -4.18799 -1.32227 -4.39772  -0.086
H 2.10203 -2.00324 -4.03091  0.117
C -2.35457 0.05909 -3.69644  -0.389
C 0.68781 5.10792 2.93832  -0.091
N -0.91680 -4.76737 1.81960  0.094
C -0.77263 -4.49326 0.53639  -0.113
H 4.95075 -2.80759 0.50096  0.066
C 1.70312 -2.93648 -2.12397  -0.203
H 0.79074 5.92716 -0.82517  0.125
H -1.32130 1.35710 -4.88422  0.098
H -4.43387 0.01322 7.12596  0.115
C -2.69527 -1.64213 2.84987  -0.199
H -4.85688 -1.68356 -5.16942  0.105
O 1.76627 2.10946 0.27167  -0.083
H -0.79926 1.37127 -3.23329  0.049
C 1.09960 4.41239 0.66351  -0.147
N -2.81130 4.27743 3.56117  0.098
N -6.84587 -2.22525 7.80456  0.060
H 0.15915 7.66811 0.79570  0.103
H -3.07649 2.75304 4.92471  0.112
N 1.71637 -2.64901 -0.69379  -0.082
H 4.58805 -2.61377 -1.19626  0.063
Rb -0.79063 0.66943 -0.12718  0.867
C -4.30570 -1.77764 -3.08384  -0.090
C 2.86728 -3.10792 0.05970  -0.289
C -1.98962 -2.64338 2.00941  -0.204
C 3.22458 0.41510 -2.46080  -0.271
H 3.58619 0.66541 -3.47288  0.124
C 0.33012 3.03162 -1.35144  -0.713
H 0.08846 7.14728 3.21873  0.102
H 1.67352 -1.63565 -0.63098  0.062
H -2.28893 3.78333 0.29163  0.096
C 2.41445 -1.87651 -2.98625  -0.197
H 2.80082 1.32269 -2.03912  0.077
C -1.22132 -3.29313 -0.01385  -0.118
C 5.09103 4.65136 -2.41618  -0.090
C -5.99497 -1.21320 7.94122  -0.137
C 0.41179 6.67449 1.14552  -0.074
C -3.41678 -1.27436 -2.15700  -0.171
C -6.83374 -2.87808 6.64674  -0.137
C 1.51464 3.37162 -0.36192  -0.331
H 1.28216 3.12739 2.36613  0.113
C 4.20964 -2.40928 -0.19424  -0.461
N -2.49499 -0.36133 2.55200  0.168
C 4.45447 0.00549 -1.65718  -0.460
C -2.61096 4.54688 2.27894  -0.105
H 3.49270 -2.04301 -2.97312  0.095
H -2.48719 5.58251 1.98631  0.110
H -7.53913 -3.69678 6.54941  0.107
C -3.21632 -0.40496 -4.71472  -0.030
H 5.08120 0.89489 -1.56207  0.066
H -0.27399 -5.21967 -0.09518  0.111
O 0.52709 2.01670 -2.06658  -0.167
H 1.31822 -0.12057 -2.85497  0.096
H 1.82583 4.00834 -3.03126  0.122
H -4.50766 1.00151 4.87283  0.121
N -1.38387 0.96406 -3.96496  0.154
C 0.77349 5.70014 0.23281  -0.014
H -5.05859 -2.49371 -2.78639  0.094
C 2.74225 4.12400 -2.46630  -0.016
C 0.36924 6.38161 2.50576  -0.105
H -1.63954 -4.03649 3.61140  0.115
C -3.97269 0.22914 4.33760  0.047
H 6.03537 4.48446 -0.49240  0.104
C 5.11549 4.37885 -1.05423  -0.077
C 1.05211 4.12686 2.01967  -0.025
S 4.16463 -0.60215 0.02768  0.881
C -5.10369 -1.49859 5.74030  -0.174
H -1.08080 -3.09561 -1.07007  0.095
H -3.45793 -1.59479 -1.12040  0.086
H -3.68206 -3.11551 4.07309  0.120
C 3.90121 4.53151 -3.11574  -0.068
C -2.95162 2.99319 3.87450  -0.077
O -0.72586 3.67221 -1.25464  -0.002
N 2.14321 -0.55247 -2.46086  -0.066
C -2.52848 3.54001 1.32140  -0.090
H 0.64805 4.86323 3.99279  0.104
H 0.65754 -2.98049 -2.45178  0.093
C -3.12400 0.55696 3.28532  -0.195
H -3.10357 -0.03315 -5.72518  0.105
C -3.53050 -2.06157 3.88166  0.046
H 5.06877 -0.73678 -2.16874  0.065
C -2.91202 1.98070 2.91881  -0.210
C 3.95524 3.98739 -0.40597  -0.024
H 2.99259 -4.18237 -0.10802  0.113
C -1.52929 -3.83561 2.55147  -0.075
H 3.87144 4.74535 -4.17712  0.104
H -6.04083 -3.12142 4.66804  0.115
H 2.63134 2.11007 0.69511  0.079
N -2.68514 2.25939 1.63303  0.088

Calculated total energy in a.u.: -2860.0380
HOMO-LUMO gap in eV: 7.5
HOMO level in eV: -8.0
Strongest force on any atom in eV/Å: 0.8
E_LUMO in eV: -0.4
2S+1: 1
ΔE to the lowest compared entry with this formula, charge and spin in eV: 0.291


Entry 4:
Formula: C6H14N2O2
Source: the Open Molecules 2025 dataset
Level of theory: ωB97M-V/def2-TZVPD

Last column: Löwdin spin population.
Atoms and positions in Å:
H 2.22274 2.66664 1.80778  0.015
H 2.41333 -2.06991 0.50842  0.004
C -0.72487 -2.36287 -0.20948  0.015
H -1.69832 3.39737 -0.28046  0.065
H -1.63906 2.05889 -1.45956  0.016
H 1.64228 1.01394 1.45874  0.006
H -2.87812 -2.25541 -0.09293  0.005
C -1.05366 2.84495 -0.96882  0.155
H 2.11237 -1.22136 -0.98523  0.002
H -0.51631 2.91542 1.53033  0.140
C 1.35871 2.00434 1.80520  0.174
C -2.00976 -1.64943 0.12620  0.074
H -2.02493 -1.25195 1.14739  0.045
N 0.38841 -1.66776 0.12078  0.010
N 0.27988 2.55376 1.01236  0.080
H -0.69104 3.52666 -1.73352  0.011
O -0.69814 -3.45853 -0.75294  0.001
H 1.69300 -2.90808 -0.90895  0.000
O 0.78033 1.32357 -0.83941  0.007
H 1.03591 1.91558 2.84813  0.067
C 0.10131 2.17149 -0.27237  0.069
C 1.71282 -1.99671 -0.32119  0.013
H 0.23415 -0.71111 0.41050  0.010
H -2.05859 -0.74127 -0.48533  0.016

Charge: -1
Calculated total energy in a.u.: -497.0075
HOMO-LUMO gap (spin up / spin down) in eV: 2.9 / 9.9
HOMO level (spin up / spin down) in eV: 0.8 / -6.3
Strongest force on any atom in eV/Å: 0.8
Expectation value of S²: 0.75
E_LUMO (spin up / spin down) in eV: 3.7 / 3.5
2S+1: 2
ΔE to the lowest compared entry with this formula, charge and spin in eV: 0.502